1.
Here is a structure of composition C26H21Cl2NOPPd from OMol25. Energies are from ωB97M-V/def2-TZVPD.

As for the LUMO energy (alpha / beta): 2.61 / 2.61 eV. The total energy comes out at -2522.93373 a.u. The HOMO-LUMO gap (alpha / beta) comes out at 0.1698 / 0.2165 hartree. Its charge is -1. Its relative energy (zero: lowest compared OMol25 entry of this formula, charge and spin) is 0.934 eV. Its spin multiplicity is 3.

```
53
Properties=species:S:1:pos:R:3:forces:R:3:mulliken_spin:R:1
Pd 0.841 0.926 -1.526 -0.345 0.056 0.528 0.31
O 3.370 -0.137 -1.342 0.473 -0.516 0.422 0.04
C 2.215 -0.467 -1.135 -0.353 1.032 -0.930 0.16
C 1.777 -1.684 -0.475 0.343 -1.266 0.650 0.08
C 2.749 -2.664 -0.142 -0.337 0.372 -0.151 0.08
C 2.377 -3.890 0.347 -0.309 -0.312 0.149 -0.01
C 1.014 -4.210 0.518 0.315 0.309 -0.132 0.07
C 0.056 -3.263 0.197 -0.036 -0.115 0.110 -0.06
C 0.410 -2.002 -0.288 0.429 -0.168 -0.179 0.15
P -0.742 -0.745 -0.828 -0.174 0.872 0.177 -0.02
C -0.975 0.322 0.663 -0.062 -0.175 0.020 -0.03
C -0.442 -0.019 1.901 0.055 0.022 0.087 -0.02
C -0.569 0.836 2.990 -0.018 0.026 -0.055 0.00
C -1.248 2.038 2.857 0.025 -0.031 -0.047 -0.01
C -1.799 2.382 1.627 0.046 -0.052 0.018 0.02
C -1.658 1.533 0.540 -0.089 0.062 0.028 0.05
C -2.376 -1.624 -0.816 0.136 -0.194 -0.130 0.04
C -3.250 -1.680 0.267 -0.073 0.019 0.046 0.00
C -4.442 -2.391 0.179 0.020 0.029 -0.021 0.00
C -4.783 -3.052 -0.994 0.017 0.030 0.028 0.00
C -3.924 -2.999 -2.083 0.056 0.050 0.050 0.00
C -2.736 -2.286 -1.989 -0.008 -0.069 -0.056 0.01
H 3.791 -2.409 -0.289 0.001 0.025 -0.029 0.01
H 3.138 -4.617 0.607 -0.026 -0.016 0.004 0.00
H 0.716 -5.183 0.886 0.016 -0.002 0.006 0.01
H -0.993 -3.508 0.322 0.013 0.021 -0.014 0.00
H 0.109 -0.948 2.001 -0.014 0.022 0.051 0.01
H -0.119 0.569 3.939 -0.002 0.001 -0.013 0.00
H -1.327 2.716 3.698 -0.004 -0.010 -0.014 0.00
H -2.312 3.328 1.507 0.006 -0.012 -0.006 0.00
H -2.058 1.826 -0.424 0.011 0.000 0.007 -0.01
H -3.003 -1.167 1.190 0.028 -0.011 -0.032 0.00
H -5.106 -2.429 1.034 -0.004 0.004 -0.003 0.00
H -5.715 -3.600 -1.060 0.008 -0.001 0.010 0.00
H -4.180 -3.506 -3.006 0.003 0.001 0.003 0.00
H -2.066 -2.245 -2.842 -0.002 0.019 0.000 0.00
N 1.347 2.691 -0.684 -0.092 -0.052 0.040 0.76
C 1.876 2.964 0.510 -0.144 0.089 -0.211 -0.04
C 1.707 4.268 1.071 0.022 0.081 0.074 0.20
C 2.185 4.596 2.322 0.037 -0.146 -0.060 -0.12
C 2.872 3.644 3.082 -0.003 -0.025 -0.037 0.24
C 3.077 2.364 2.560 -0.101 0.108 -0.066 -0.12
C 2.597 2.028 1.309 0.046 -0.152 0.063 0.15
H 1.168 4.990 0.469 -0.004 -0.008 0.008 0.00
H 2.024 5.592 2.720 0.005 0.008 0.013 -0.01
H 3.246 3.900 4.066 0.006 -0.007 0.006 0.02
H 3.614 1.624 3.143 0.007 -0.005 0.015 -0.01
H 2.752 1.036 0.900 0.008 0.084 0.033 0.03
Cl 1.900 0.391 -6.977 -0.011 0.012 0.004 0.00
C 0.865 1.412 -5.950 -0.076 0.093 0.015 0.01
Cl 1.068 1.093 -4.224 0.150 -0.105 -0.336 0.01
H -0.165 1.208 -6.213 -0.010 -0.003 -0.071 0.00
H 1.126 2.446 -6.137 0.017 0.008 -0.072 0.00
```
Forces are in eV/Å.



2.
Here is a structure of composition C26H21Cl5CrN4O3 from OMol25. Energies are from ωB97M-V/def2-TZVPD.

As for the LUMO energy (alpha / beta): 0.18 / 0.14 eV. The total energy comes out at -4793.68309 a.u. The HOMO-LUMO gap (alpha / beta) comes out at 0.2725 / 0.2790 hartree. Its relative energy (zero: lowest compared OMol25 entry of this formula, charge and spin) is 0.210 eV. Its spin multiplicity is 5.

```
60
Properties=species:S:1:pos:R:3:forces:R:3:mulliken_spin:R:1
Cr 0.451 -0.139 -0.455 0.273 0.753 0.274 4.01
C -2.225 -1.809 -0.229 0.112 -0.076 -0.133 0.01
N -2.017 -0.367 -0.095 0.310 -0.057 -0.187 0.01
C -2.649 0.165 1.100 -0.069 0.016 -0.065 0.03
C -2.041 -0.310 2.387 0.069 -0.044 0.134 0.01
C -2.471 0.281 3.572 0.080 0.076 -0.001 0.00
C -1.894 -0.122 4.754 0.086 -0.082 0.184 0.00
C -0.914 -1.112 4.727 -0.054 0.035 -0.013 0.00
C -0.581 -1.662 3.505 -0.102 0.094 -0.140 0.01
N -1.140 -1.283 2.347 -0.066 0.190 0.433 0.00
C -2.406 0.438 -1.254 -0.054 -0.247 -0.075 -0.04
C -1.642 0.080 -2.505 -0.259 0.055 0.023 0.05
C -2.093 0.470 -3.760 -0.121 -0.004 0.217 0.00
C -1.334 0.149 -4.862 0.028 0.018 -0.322 0.00
C -0.164 -0.582 -4.702 0.038 -0.059 0.095 0.00
C 0.205 -0.936 -3.421 0.081 -0.050 -0.185 0.02
N -0.511 -0.595 -2.347 0.126 -0.029 0.031 -0.12
C -0.989 -2.694 -0.112 -0.171 -0.019 -0.079 0.04
C -1.151 -4.072 -0.132 -0.176 0.081 0.022 -0.01
C -0.045 -4.888 -0.002 -0.020 -0.253 -0.001 0.01
C 1.204 -4.316 0.162 0.141 0.149 0.056 -0.01
C 1.288 -2.935 0.164 0.076 -0.115 0.056 0.07
N 0.219 -2.153 0.009 0.058 -0.084 -0.087 -0.09
H -2.712 -2.045 -1.179 -0.010 0.046 -0.079 0.00
H -2.904 -2.140 0.557 -0.093 -0.080 0.008 0.00
H -3.720 -0.097 1.122 -0.040 0.084 -0.095 0.00
H -2.571 1.249 1.058 0.072 0.088 0.124 0.00
H -3.217 1.067 3.553 0.044 -0.044 -0.019 0.00
H -2.193 0.332 5.691 0.026 -0.018 -0.005 0.00
H -0.426 -1.448 5.632 -0.020 0.016 -0.041 0.00
H 0.174 -2.439 3.438 -0.016 -0.006 -0.032 0.00
H -2.192 1.483 -1.019 0.036 0.010 0.033 -0.01
H -3.481 0.353 -1.472 -0.053 0.031 0.022 0.01
H -3.018 1.027 -3.852 0.045 -0.030 -0.005 0.00
H -1.654 0.459 -5.850 0.021 -0.012 0.030 0.00
H 0.456 -0.859 -5.544 -0.049 0.003 0.030 0.00
H 1.109 -1.504 -3.233 0.018 0.082 0.012 0.02
H -2.145 -4.490 -0.238 0.030 -0.015 -0.002 0.00
H -0.158 -5.965 -0.020 0.004 0.041 0.007 0.00
H 2.098 -4.912 0.284 -0.041 0.000 0.000 0.00
H 2.232 -2.419 0.303 -0.012 -0.004 -0.048 -0.01
Cl 5.534 4.918 -0.723 -0.093 -0.082 -0.031 0.00
C 4.131 3.937 -0.967 0.079 0.036 0.007 0.00
C 4.249 2.561 -1.136 0.095 -0.101 -0.030 0.00
Cl 5.810 1.818 -1.130 -0.091 0.078 0.013 0.00
C 3.116 1.782 -1.317 -0.023 -0.208 0.039 -0.02
Cl 3.261 0.057 -1.550 0.033 0.254 -0.070 0.03
C 1.813 2.325 -1.308 -0.273 -0.271 0.017 0.01
O 0.745 1.603 -1.425 0.285 -0.083 -0.081 0.05
C 1.730 3.724 -1.172 -0.080 0.206 0.065 0.00
Cl 0.147 4.423 -1.203 0.182 -0.058 0.002 0.00
C 2.861 4.511 -0.999 -0.117 0.124 -0.010 0.00
Cl 2.691 6.221 -0.818 0.024 -0.099 0.000 0.00
C 1.959 2.164 2.672 0.083 0.033 0.164 0.00
C 1.089 1.442 1.674 0.144 0.080 -0.053 -0.04
O -0.044 1.857 1.414 -0.157 -0.262 0.020 0.02
O 1.624 0.406 1.120 -0.401 -0.195 -0.213 -0.08
H 1.619 3.191 2.792 -0.004 -0.016 0.016 0.00
H 3.004 2.140 2.361 -0.051 -0.010 0.002 0.00
H 1.884 1.653 3.636 0.018 0.036 -0.037 0.00
```
Forces are in eV/Å.



3.
Here is a structure of composition C26H21Cl8N4OPtS2 from OMol25. Energies are from ωB97M-V/def2-TZVPD.

As for the LUMO energy (alpha / beta): -7.73 / -11.14 eV. The total energy comes out at -5893.80720 a.u. The HOMO-LUMO gap (alpha / beta) comes out at 0.2972 / 0.1779 hartree. Its charge is +3. Its relative energy (zero: lowest compared OMol25 entry of this formula, charge and spin) is 0.403 eV. Its spin multiplicity is 5.

```
63
Properties=species:S:1:pos:R:3:forces:R:3:mulliken_spin:R:1
Pt -0.275 0.695 -2.308 0.463 0.524 -0.413 1.21
Cl -3.196 2.151 -1.327 0.009 0.011 0.035 0.03
C -3.262 0.485 -1.693 0.344 -0.124 -0.129 0.19
C -2.052 -0.171 -2.073 -0.252 -0.180 -0.134 0.40
C -2.085 -1.572 -2.317 0.128 0.303 0.181 0.02
Cl -0.574 -2.338 -2.642 -0.020 0.063 0.029 0.04
C -3.245 -2.286 -2.293 -0.288 0.034 0.019 0.02
Cl -3.274 -3.943 -2.631 -0.066 -0.073 -0.013 0.02
C -4.459 -1.586 -1.970 0.107 -0.044 -0.008 0.24
Cl -5.897 -2.423 -1.967 -0.134 -0.078 0.003 0.13
C -4.450 -0.199 -1.643 -0.145 -0.087 -0.020 0.00
Cl -5.896 0.580 -1.209 -0.014 -0.037 -0.033 0.01
C 0.884 0.409 -6.024 0.012 0.132 -0.014 0.01
N 1.107 1.844 -5.863 0.082 -0.208 -0.146 0.02
C 2.107 2.592 -6.663 -0.066 -0.025 0.089 0.00
C 1.955 4.040 -6.154 -0.097 -0.074 0.097 0.00
N 0.953 3.881 -5.078 0.178 0.098 -0.116 0.02
C 0.510 2.639 -5.009 -0.023 -0.038 0.097 0.01
S -0.830 2.197 -3.968 -0.177 -0.082 0.303 0.52
H 1.220 0.121 -7.016 -0.004 0.011 -0.030 0.00
H -0.175 0.180 -5.935 -0.009 0.021 0.007 0.00
H 1.448 -0.160 -5.284 0.036 0.008 0.015 0.00
H 1.874 2.490 -7.721 -0.032 -0.005 -0.031 0.00
H 3.100 2.184 -6.488 0.027 -0.016 0.048 0.00
H 1.579 4.713 -6.920 -0.051 0.016 -0.025 0.00
H 2.880 4.445 -5.755 0.038 -0.003 0.040 0.00
H 0.547 4.646 -4.563 -0.026 -0.002 -0.005 0.00
Cl -1.429 -5.127 3.093 0.028 0.038 0.023 0.00
C -0.421 -3.735 3.203 -0.009 -0.030 0.009 0.00
C -0.182 -2.962 2.079 0.001 0.028 -0.093 0.00
C 0.607 -1.826 2.189 -0.222 0.068 -0.084 0.00
C 1.161 -1.424 3.402 0.147 0.005 -0.102 -0.01
C 1.927 -0.141 3.618 -0.188 0.112 -0.014 0.00
C 2.626 0.617 2.461 0.097 0.192 -0.144 0.00
N 2.268 0.514 1.030 0.024 -0.369 0.306 0.01
C 3.057 -0.178 0.133 0.082 0.071 0.109 -0.01
C 2.481 -0.044 -1.082 -0.160 0.178 -0.120 0.03
N 1.343 0.734 -0.944 -0.143 -0.419 0.270 0.08
C 1.236 1.028 0.351 0.315 0.370 -0.245 0.02
O 1.192 0.783 4.451 0.164 0.032 -0.287 0.01
C -0.161 1.051 4.161 -0.022 -0.177 0.168 0.03
C -1.062 0.196 5.020 -0.105 0.211 0.234 0.07
C -1.025 0.258 6.458 0.048 -0.143 -0.371 0.33
Cl -0.049 1.237 7.342 0.232 0.230 0.190 0.16
S -2.149 -0.798 7.224 -0.053 -0.039 -0.217 -0.06
C -2.707 -1.283 5.693 -0.121 -0.115 0.048 0.34
C -2.044 -0.671 4.616 0.018 -0.133 0.034 0.10
C 0.956 -2.270 4.500 0.014 -0.137 -0.071 0.01
Cl 1.714 -1.956 6.023 -0.084 0.119 0.085 0.00
C 0.166 -3.403 4.415 -0.018 -0.082 0.076 0.00
H -0.599 -3.255 1.123 0.029 0.010 0.066 0.00
H 0.771 -1.254 1.286 -0.006 -0.008 0.107 0.00
H 2.777 -0.370 4.256 -0.037 -0.074 0.193 0.00
H 3.666 0.304 2.482 0.065 0.049 -0.030 0.00
H 2.613 1.669 2.740 0.000 0.045 -0.013 0.00
H 3.973 -0.662 0.430 -0.083 0.000 0.023 0.00
H 2.825 -0.402 -2.037 -0.067 -0.048 0.016 0.00
H 0.481 1.673 0.770 -0.034 -0.103 0.079 -0.01
H -0.418 0.926 3.104 -0.008 -0.110 0.039 -0.01
H -0.336 2.095 4.429 0.022 0.060 -0.056 0.01
H -3.510 -2.008 5.628 0.077 0.052 -0.032 0.01
H -2.270 -0.894 3.583 -0.042 -0.031 0.007 0.01
H 0.028 -4.033 5.285 0.017 0.005 -0.051 0.00
```
Forces are in eV/Å.



Question: spin multiplicity of number 1 (C26H21Cl2NOPPd)?
Answer: 3



Question: spin multiplicity of number 1 (C26H21Cl2NOPPd)?
Answer: 3